No. 1
9
Properties=species:S:1:pos:R:3 method="wB97M-V/def2-TZVPD" lumo_ev=3.46 gap_ev=8.53 charge=-1 e_above_lowest_kcal_mol=83.9 homo_energy_ha=-0.1863 e_tot_ha=-719.73962
O 2.47326 -1.21598 0.25172
O -1.15137 0.60604 1.15894
O -2.13669 -1.24489 -0.31663
P -1.13875 -0.20630 -0.14922
C 1.59718 -0.40225 -0.07379
H -1.36797 0.97657 -1.00882
H -0.27266 1.13532 0.97316
C 0.49101 -0.52951 -0.95096
O 1.50599 0.88100 0.11560

No. 2
28
Properties=species:S:1:pos:R:3 method="wB97M-V/def2-TZVPD" lumo_ev=3.60 gap_ev=8.67 charge=-1 homo_energy_ha=-0.1864 e_tot_ha=-878.16317
H -2.87530 -1.13686 1.98307
H 2.77135 -0.31306 0.52366
H 4.14482 2.53112 -0.04894
C -1.67072 -1.13005 -1.71095
C 2.42036 1.77694 0.08528
C -1.79413 -0.99019 1.91938
H 0.43482 1.83339 -0.60761
N -2.18474 -1.61504 -0.43303
H -0.95325 0.74134 -2.52976
C 0.94560 1.89093 0.35636
C -1.66605 0.39265 -1.78125
C -1.20205 -1.66566 0.66215
N 3.18133 2.80692 0.13537
H -0.99679 -2.70948 0.95532
O -1.44490 0.31518 1.98983
H -2.65023 0.75501 -2.08131
H -1.40918 0.83027 -0.82465
Al 0.29943 0.33666 1.47679
C 2.95129 0.40711 -0.27197
H 2.43542 0.03647 -1.15943
H 4.01879 0.44320 -0.48805
H -2.35345 -1.49898 -2.48082
H 1.27910 -0.05856 2.68360
O 0.00727 -1.05784 0.34248
H -0.68275 -1.52812 -1.95324
H 0.78577 2.87359 0.79727
F -1.28132 -1.70789 3.03406
H -2.51049 -2.55905 -0.57362

No. 3
10
Properties=species:S:1:pos:R:3 method="wB97M-V/def2-TZVPD" lumo_ev="0.48 / 0.48" gap_ev="7.72 / 7.72" charge=0 e_above_lowest_kcal_mol=106.8 homo_energy_ha="-0.2664 / -0.2663" e_tot_ha=-301.31710
H 1.27154 -0.35033 -1.77394
H -0.74279 0.20540 1.87936
H -0.15158 -2.19913 0.88514
H 0.15291 2.57849 -0.50550
C 0.36212 0.75096 0.11210
C -0.39522 -1.25719 0.42599
O -0.39176 1.91102 -0.08260
C 0.47506 -0.29329 -1.03835
N -0.21807 -0.07413 1.05361
N -0.37172 -1.27741 -0.95125

No. 4
32
Properties=species:S:1:pos:R:3 method="wB97M-V/def2-TZVPD" lumo_ev=-5.18 gap_ev=8.64 charge=+1 homo_energy_ha=-0.5077 e_tot_ha=-3849.18364
H -2.79611 0.80589 5.33769
F -2.80652 3.17113 6.15848
C 1.69458 0.40551 0.11500
C 2.23903 -0.90411 -0.50236
H 2.42805 -1.64133 0.26482
C 0.20571 0.42421 0.34917
O -1.21523 2.94709 4.56871
H 0.17001 -3.22791 -4.79200
H 0.00765 1.10708 1.17070
C -0.24088 -2.26390 -4.51564
H -0.13317 -0.55835 0.67728
H -3.11838 3.66454 4.25155
C -0.97826 2.03649 3.59796
C -2.60978 2.90810 4.85074
H 2.16098 0.48305 1.08821
C 0.83067 -1.22212 -4.37039
O 0.01921 1.98471 2.94884
H -0.82256 -2.39723 -3.61154
H 2.04129 1.22738 -0.49738
F 0.22070 -0.07035 -3.88623
C 1.88378 -1.58063 -3.31362
H -3.98745 1.36981 4.14901
C -2.96591 1.48286 4.50034
H 1.31525 -1.00529 -5.31412
H -0.90788 -1.97832 -5.31790
O -2.02506 1.19471 3.45328
H 2.59874 -0.76693 -3.27678
H 3.17771 -0.69331 -0.99796
S 1.03292 -1.55747 -1.69753
H 2.33465 -2.54478 -3.49845
Br 0.73566 -3.65574 -1.12490
F -0.48940 0.85522 -0.76497

What did the third record say?
10
Properties=species:S:1:pos:R:3 method="wB97M-V/def2-TZVPD" lumo_ev="0.48 / 0.48" gap_ev="7.72 / 7.72" charge=0 e_above_lowest_kcal_mol=106.8 homo_energy_ha="-0.2664 / -0.2663" e_tot_ha=-301.31710
H 1.27154 -0.35033 -1.77394
H -0.74279 0.20540 1.87936
H -0.15158 -2.19913 0.88514
H 0.15291 2.57849 -0.50550
C 0.36212 0.75096 0.11210
C -0.39522 -1.25719 0.42599
O -0.39176 1.91102 -0.08260
C 0.47506 -0.29329 -1.03835
N -0.21807 -0.07413 1.05361
N -0.37172 -1.27741 -0.95125